(1)
The following is a DFT calculation (the ωB97M-V functional and the def2-TZVPD basis) of a single C3H7FO3 molecule at a distorted geometry.

Each line ends with the Mulliken charge.
Element x y z (Å)
C 0.79 0.83 1.18  -1.36
C 0.48 -0.48 0.60  0.47
C -0.58 -0.21 -0.70  0.55
O -0.28 -1.24 -1.56  -0.56
O -0.43 1.02 -1.30  -0.54
O -1.80 -0.50 -0.15  -0.55
F 1.67 -1.05 0.13  -0.37
H 0.93 1.57 0.45  0.38
H 1.81 0.75 1.59  0.34
H 0.22 1.35 1.96  0.34
H 0.01 -1.23 1.29  0.27
H 0.68 -1.23 -1.54  0.36
H -1.20 1.67 -1.36  0.34
H -2.33 -1.24 -0.58  0.33

- HOMO-LUMO gap: 10.8 eV
- SMILES string: C[C@H](F)C(O)(O)O
- Energy above the lowest of the compared OMol25 structures with the same formula, charge and spin: 91.5 kJ/mol
- E: -12083.5738 eV
- Strongest force on any atom: 3.5 eV Å⁻¹

(2)
The following is a DFT calculation (the ωB97M-V functional and the def2-TZVPD basis) of a 2-piece molecular cluster, C3H7FO3 overall at a distorted geometry.

Each line ends with the Mulliken charge.
Element x y z (Å)
C -1.69 -0.60 0.45  -0.90
C -1.52 0.68 -0.36  -0.28
C 2.05 -0.03 -0.14  0.63
O 2.65 -1.25 0.10  -0.45
O 1.84 0.60 0.95  -0.41
O 1.82 0.35 -1.22  -0.49
F -0.85 1.65 0.34  -0.31
H -0.73 -1.04 0.46  0.21
H -2.22 -1.26 -0.14  0.37
H -2.26 -0.51 1.37  0.31
H -0.96 0.47 -1.22  0.26
H 3.03 -1.46 -0.71  0.32
H 1.25 1.31 0.84  0.41
H -2.42 1.10 -0.73  0.35

- HOMO-LUMO gap: 11.9 eV
- SMILES string: O=C(O)O.CCF
- Energy above the lowest of the compared OMol25 structures with the same formula, charge and spin: 0.0 kJ/mol
- E: -12084.5219 eV
- Strongest force on any atom: 4.0 eV Å⁻¹

(3)
The following is a DFT calculation (the ωB97M-V functional and the def2-TZVPD basis) of a single C3H7FS molecule at a distorted geometry.

Each line ends with the Mulliken charge.
Element x y z (Å)
C -0.04 -1.21 -0.58  -0.56
C 0.15 0.45 -0.44  -0.87
C -0.41 1.19 0.79  -0.31
H 1.23 -1.54 1.73  0.12
H 0.07 -1.42 -1.69  0.29
H -1.24 -1.62 -0.48  0.29
H -0.47 0.90 -1.34  0.30
H 0.90 0.98 -0.87  0.59
H 0.20 1.13 1.44  0.40
H -1.43 0.91 1.00  0.26
F -0.24 2.39 0.13  -0.30
S 1.28 -2.17 0.32  -0.23

- HOMO-LUMO gap: 9.8 eV
- SMILES string: FCCCS
- Energy above the lowest of the compared OMol25 structures with the same formula, charge and spin: 356.3 kJ/mol
- E: -16773.2906 eV
- Strongest force on any atom: 12.3 eV Å⁻¹

(4)
The following is a DFT calculation (the ωB97M-V functional and the def2-TZVPD basis) of a single C3H7FS molecule at a distorted geometry.

Each line ends with the Mulliken charge.
Element x y z (Å)
C 0.97 0.46 -1.09  -1.14
C 0.50 -0.52 0.03  -0.26
C -0.49 -0.15 1.16  -0.66
F -2.71 0.51 -0.37  -0.26
S -2.40 -0.60 0.85  0.08
H 1.51 -0.11 -1.81  0.33
H 0.21 1.01 -1.57  0.35
H 1.66 1.25 -0.68  0.30
H 1.47 -0.60 0.43  0.29
H 0.05 -1.42 -0.47  0.26
H -0.28 -0.70 2.12  0.32
H -0.49 0.86 1.40  0.40

- 2S+1: 3
- HOMO-LUMO gap (alpha / beta): 7.4 / 8.9 eV
- Energy above the lowest of the compared OMol25 structures with the same formula, charge and spin: 0.0 kJ/mol
- E: -16772.9064 eV
- <S²>: 2.007
- Strongest force on any atom: 4.5 eV Å⁻¹

(5)
The following is a DFT calculation (the ωB97M-V functional and the def2-TZVPD basis) of C3H7I as an isolated structure at a distorted geometry.

Each line ends with the Mulliken charge.
Element x y z (Å)
C -1.32 0.20 -0.03  -1.13
C 1.06 -0.76 -0.20  -0.73
C 0.17 0.44 -0.25  -0.21
I 0.97 1.74 2.07  -0.22
H -1.45 -0.59 0.62  0.41
H -1.97 1.11 0.32  0.29
H -1.68 -0.12 -0.98  0.40
H 1.97 -0.75 -0.86  0.27
H 0.33 -1.54 -0.52  0.31
H 1.35 -0.99 0.82  0.27
H 0.58 1.24 -0.98  0.35

- HOMO-LUMO gap: 7.8 eV
- Energy above the lowest of the compared OMol25 structures with the same formula, charge and spin: 88.4 kJ/mol
- E: -11323.6901 eV
- Strongest force on any atom: 3.5 eV Å⁻¹

(6)
The following is a DFT calculation (the ωB97M-V functional and the def2-TZVPD basis) of a 2-piece molecular cluster, C3H7I overall at a distorted geometry.

Each line ends with the Mulliken charge.
Element x y z (Å)
C -0.41 -1.74 -0.06  -0.89
C 0.41 1.56 -0.21  -0.95
C 1.07 0.47 0.55  -0.54
I 3.02 -0.07 0.05  0.04
H 0.40 -2.45 -0.10  0.32
H -1.03 -1.72 0.81  0.30
H -0.79 -1.36 -0.98  0.30
H 0.80 2.54 0.10  0.34
H -0.66 1.55 -0.01  0.30
H 0.59 1.46 -1.28  0.34
H 0.87 0.39 1.61  0.44

- HOMO-LUMO gap (alpha / beta): 8.7 / 8.3 eV
- Energy above the lowest of the compared OMol25 structures with the same formula, charge and spin: 292.6 kJ/mol
- E: -11321.5736 eV
- Strongest force on any atom: 1.1 eV Å⁻¹

(7)
The following is a DFT calculation (the ωB97M-V functional and the def2-TZVPD basis) of a 3-piece molecular cluster, C3H7IN2 overall at a distorted geometry.

Each line ends with the Mulliken charge.
Element x y z (Å)
C -1.50 1.68 0.64  -1.09
C 0.73 1.70 -0.16  -1.42
C -0.50 1.35 -0.41  0.40
N -0.47 -2.53 -0.50  -0.17
N 0.44 -2.01 -0.93  0.16
I 3.10 -0.69 0.09  -0.15
H -1.43 2.75 0.95  0.30
H -2.49 1.49 0.34  0.34
H -1.29 1.19 1.61  0.27
H 1.09 2.22 0.75  0.34
H 1.46 1.81 -0.95  0.49
H -0.76 0.91 -1.37  0.37
H 1.52 -0.05 0.44  0.16

- HOMO-LUMO gap: 9.9 eV
- SMILES string: C=CC.N#N.I
- Energy above the lowest of the compared OMol25 structures with the same formula, charge and spin: 83.9 kJ/mol
- E: -14304.4599 eV
- Strongest force on any atom: 6.6 eV Å⁻¹

(8)
The following is a DFT calculation (the ωB97M-V functional and the def2-TZVPD basis) of a single C3H7IN2S molecule at a distorted geometry.

Each line ends with the Mulliken charge.
Element x y z (Å)
C -0.56 1.09 0.95  -0.33
C 2.13 -0.84 -0.63  -0.76
C -0.53 -0.32 0.01  0.06
N -0.39 2.16 0.37  -0.55
N -1.75 -0.96 0.24  -0.75
S 0.87 -1.26 0.61  -0.08
I -3.47 0.09 -0.22  0.12
H -0.48 0.93 2.02  0.43
H 2.97 -1.46 -0.81  0.40
H 2.31 0.29 -0.62  0.25
H 1.48 -1.05 -1.57  0.20
H -0.41 0.10 -0.92  0.44
H -0.50 3.17 0.83  0.25
H -1.67 -1.91 -0.26  0.32

- HOMO-LUMO gap: 8.3 eV
- SMILES string: [H]/N=C/[C@H](NI)SC
- Energy above the lowest of the compared OMol25 structures with the same formula, charge and spin: 150.0 kJ/mol
- E: -25137.6712 eV
- Strongest force on any atom: 5.6 eV Å⁻¹

(9)
The following is a DFT calculation (the ωB97M-V functional and the def2-TZVPD basis) of a 2-piece molecular cluster, C3H7IN3O overall at a distorted geometry.

Each line ends with the Mulliken charge.
Element x y z (Å)
C 0.65 -1.27 -0.22  0.19
C 0.77 -0.87 1.02  -0.03
C -1.49 0.22 0.66  -0.03
N -0.36 -0.97 -1.04  -0.11
N -1.37 -0.11 -0.62  -0.14
N 1.28 -0.86 2.21  -0.33
O -2.42 0.98 1.17  -0.31
I 1.32 2.85 -2.99  -0.12
H 1.45 -1.95 -0.70  0.36
H -0.44 -1.11 -2.04  0.25
H -2.12 0.22 -1.31  0.27
H 2.75 3.39 -2.29  0.13
H 1.13 -1.59 2.88  0.28
H 1.90 -0.16 2.74  0.30
H -3.04 1.24 0.53  0.30

- HOMO-LUMO gap: 8.8 eV
- Energy above the lowest of the compared OMol25 structures with the same formula, charge and spin: 318.6 kJ/mol
- E: -17831.4014 eV
- Strongest force on any atom: 3.9 eV Å⁻¹
- Total charge: +1

(10)
The following is a DFT calculation (the ωB97M-V functional and the def2-TZVPD basis) of a 2-piece molecular cluster, C3H7INO overall at a distorted geometry.

Each line ends with the Mulliken charge.
Element x y z (Å)
C -2.03 0.78 -0.63  -0.23
C 1.77 -1.26 0.83  -1.16
C 0.61 -0.59 0.20  0.45
N 0.60 0.52 -0.44  -0.13
O -2.54 2.01 -0.85  -0.33
I -3.57 -0.29 0.43  0.21
H 1.61 -1.78 1.67  0.38
H 2.71 -0.72 0.68  0.30
H 1.92 -2.13 0.25  0.39
H -0.32 -1.09 0.45  0.17
H -0.34 0.90 -0.68  0.38
H -1.86 2.60 -1.20  0.31
H 1.44 1.05 -0.70  0.25

- 2S+1: 3
- HOMO-LUMO gap (alpha / beta): 6.8 / 6.9 eV
- Energy above the lowest of the compared OMol25 structures with the same formula, charge and spin: 23.2 kJ/mol
- E: -14850.5867 eV
- <S²>: 2.011
- Strongest force on any atom: 4.9 eV Å⁻¹
- Total charge: +1

Which formula does entry 8 have? C3H7IN2S

What did the third record say?
The following is a DFT calculation (the ωB97M-V functional and the def2-TZVPD basis) of a single C3H7FS molecule at a distorted geometry.

Each line ends with the Mulliken charge.
Element x y z (Å)
C -0.04 -1.21 -0.58  -0.56
C 0.15 0.45 -0.44  -0.87
C -0.41 1.19 0.79  -0.31
H 1.23 -1.54 1.73  0.12
H 0.07 -1.42 -1.69  0.29
H -1.24 -1.62 -0.48  0.29
H -0.47 0.90 -1.34  0.30
H 0.90 0.98 -0.87  0.59
H 0.20 1.13 1.44  0.40
H -1.43 0.91 1.00  0.26
F -0.24 2.39 0.13  -0.30
S 1.28 -2.17 0.32  -0.23

- HOMO-LUMO gap: 9.8 eV
- SMILES string: FCCCS
- Energy above the lowest of the compared OMol25 structures with the same formula, charge and spin: 356.3 kJ/mol
- E: -16773.2906 eV
- Strongest force on any atom: 12.3 eV Å⁻¹

The lowest E belongs to which entry? C3H7IN2S

What is the strongest force on any atom in the second record? 4.0 eV Å⁻¹